Entry 1:
A 2-piece molecular cluster, C4H9NO2 overall. Source: the Open Molecules 2025 dataset; level of theory: wB97M-V/def2-TZVPD.

Bonds (Å) are listed after each position.
Positions of all 16 atoms, in Å:
1 N -1.317 -1.037 -1.846  C2 1.357, H7 1.009, H8 1.013
2 C -0.794 0.207 -1.984  N1 1.357, O3 1.217, C4 1.528
3 O -1.133 0.996 -2.846  C2 1.217
4 C 0.219 0.619 -0.917  C2 1.528, C5 1.510, H9 1.100, H10 1.092
5 C 1.164 -0.429 -0.381  C4 1.510, O6 1.211, H11 1.106
6 O 0.940 -1.618 -0.318  C5 1.211
7 H -1.908 -1.361 -2.597  N1 1.009
8 H -0.827 -1.712 -1.271  N1 1.013
9 H -0.340 0.993 -0.047  C4 1.100
10 H 0.785 1.468 -1.305  C4 1.092
11 H 2.123 -0.038 0.010  C5 1.106
12 C 0.218 0.382 2.698  H13 1.093, H14 1.095, H15 1.092, H16 1.092
13 H -0.819 0.694 2.551  C12 1.093
14 H 0.889 1.134 2.270  C12 1.095
15 H 0.421 0.287 3.766  C12 1.092
16 H 0.379 -0.585 2.217  C12 1.092

The HOMO energy comes out at -9.958 eV. Its structure (SMILES) is NC(=O)CC=O.C. The value obtained for the LUMO energy is 0.61 eV. The total charge is 0. The value obtained for the relative energy (zero: lowest compared OMol25 entry of this formula, charge and spin) is 19.82 kcal/mol. Its spin multiplicity is 1. For the energy, the calculation gives -363.05395 Eh.

---

Entry 2:
One molecule with the formula C24H22N4O2S. Source: the Open Molecules 2025 dataset; level of theory: wB97M-V/def2-TZVPD.

Bonds (Å) are listed after each position.
Positions of all 53 atoms, in Å:
1 C -0.626 -1.139 -1.239  C2 1.494, H32 1.088, H33 1.090, H34 1.089
2 C 0.095 -2.292 -0.619  C1 1.494, C3 1.390, C8 1.397
3 C -0.602 -3.455 -0.314  C2 1.390, C4 1.380, H35 1.080
4 C 0.018 -4.526 0.299  C3 1.380, C5 1.384, H36 1.080
5 C 1.359 -4.447 0.628  C4 1.384, C6 1.384, H37 1.080
6 C 2.091 -3.309 0.333  C5 1.384, C7 1.500, C8 1.400
7 C 3.541 -3.211 0.699  C6 1.500, H38 1.089, H39 1.087, H40 1.091
8 C 1.456 -2.239 -0.309  C2 1.397, C6 1.400, N9 1.407
9 N 2.226 -1.082 -0.530  C8 1.407, C10 1.346, H41 1.016
10 C 2.248 -0.261 -1.597  N9 1.346, O11 1.212, C12 1.532
11 O 1.772 -0.495 -2.686  C10 1.212
12 C 2.978 1.065 -1.362  C10 1.532, S13 1.826, H42 1.091, H43 1.091
13 S 3.399 1.446 0.373  C12 1.826, C14 1.790
14 C 1.744 1.316 1.043  S13 1.790, C15 1.401, N31 1.301
15 C 0.756 2.202 0.593  C14 1.401, C16 1.375, H44 1.077
16 C -0.546 1.967 0.967  C15 1.375, C17 1.491, C25 1.421
17 C -1.640 2.782 0.366  C16 1.491, O18 1.218, C19 1.455
18 O -2.554 3.282 1.000  C17 1.218
19 C -1.530 2.868 -1.081  C17 1.455, N20 1.326, N23 1.369
20 N -0.578 2.288 -1.801  C19 1.326, C21 1.338
21 C -0.855 2.556 -3.082  N20 1.338, C22 1.379, H45 1.071
22 C -2.004 3.315 -3.161  C21 1.379, N23 1.350, H46 1.071
23 N -2.427 3.508 -1.894  C19 1.369, C22 1.350, C24 1.435
24 C -3.590 4.240 -1.482  N23 1.435, H47 1.091, H48 1.089, H49 1.091
25 C -0.828 0.890 1.850  C16 1.421, C26 1.408, C30 1.425
26 C -2.121 0.546 2.287  C25 1.408, C27 1.368, H50 1.079
27 C -2.309 -0.530 3.111  C26 1.368, C28 1.404, H51 1.080
28 C -1.223 -1.314 3.528  C27 1.404, C29 1.366, H52 1.080
29 C 0.047 -1.009 3.126  C28 1.366, C30 1.409, H53 1.078
30 C 0.273 0.095 2.280  C25 1.425, C29 1.409, N31 1.345
31 N 1.528 0.322 1.853  C14 1.301, C30 1.345
32 H -1.702 -1.271 -1.149  C1 1.088
33 H -0.366 -1.053 -2.294  C1 1.090
34 H -0.346 -0.197 -0.771  C1 1.089
35 H -1.654 -3.510 -0.554  C3 1.080
36 H -0.544 -5.419 0.528  C4 1.080
37 H 1.845 -5.279 1.118  C5 1.080
38 H 4.139 -2.921 -0.164  C7 1.089
39 H 3.906 -4.165 1.069  C7 1.087
40 H 3.690 -2.463 1.480  C7 1.091
41 H 2.825 -0.828 0.249  N9 1.016
42 H 3.928 1.060 -1.898  C12 1.091
43 H 2.353 1.860 -1.771  C12 1.091
44 H 1.018 3.025 -0.050  C15 1.077
45 H -0.230 2.188 -3.870  C21 1.071
46 H -2.528 3.712 -4.007  C22 1.071
47 H -3.309 5.033 -0.788  C24 1.091
48 H -4.073 4.671 -2.357  C24 1.089
49 H -4.288 3.579 -0.965  C24 1.091
50 H -2.959 1.151 1.976  C26 1.079
51 H -3.304 -0.786 3.444  C27 1.080
52 H -1.399 -2.165 4.169  C28 1.080
53 H 0.898 -1.599 3.426  C29 1.078

The HOMO energy comes out at -8.306 eV. Its structure (SMILES) is Cc1cccc(C)c1NC(=O)CSc1cc(C(=O)c2nccn2C)c2ccccc2n1. The value obtained for the LUMO energy is -0.54 eV. The total charge is 0. The value obtained for the relative energy (zero: lowest compared OMol25 entry of this formula, charge and spin) is 0.00 kcal/mol. Its spin multiplicity is 1. For the energy, the calculation gives -1695.50414 Eh.

---

Entry 3:
A 2-piece molecular cluster, C3H7N2P overall at a distorted geometry. Source: the Open Molecules 2025 dataset; level of theory: wB97M-V/def2-TZVPD.

Bonds (Å) are listed after each position.
Positions of all 13 atoms, in Å:
1 C 0.956 -0.692 -0.266  C2 1.562, C3 1.487, H7 1.059, H8 1.103
2 C -0.236 -1.651 0.046  C1 1.562, N4 1.481, H9 1.103, H10 1.125
3 C 0.190 0.544 -0.578  C1 1.487, N5 1.424, H11 1.036
4 N -1.442 -0.934 -0.430  C2 1.481, N5 1.259
5 N -1.177 0.231 -0.826  C3 1.424, N4 1.259
6 P -0.460 1.906 1.450  H12 1.447, H13 1.333
7 H 1.657 -0.498 0.503  C1 1.059
8 H 1.529 -1.105 -1.113  C1 1.103
9 H -0.256 -2.650 -0.420  C2 1.103
10 H -0.448 -1.540 1.145  C2 1.125
11 H 0.458 1.450 -1.005  C3 1.036
12 H -1.422 2.500 0.547  P6 1.447
13 H 0.652 2.440 0.946  P6 1.333

The HOMO energy (alpha / beta) comes out at -8.538 / -8.539 eV. The value obtained for the LUMO energy (alpha / beta) is -0.64 / -0.64 eV. The total charge is 0. The value obtained for the relative energy (zero: lowest compared OMol25 entry of this formula, charge and spin) is 40.67 kcal/mol. Its spin multiplicity is 1. For the energy, the calculation gives -569.22672 Eh.